The following is a quantum chemistry calculation of C21H22ClNO2 in the gas phase, from the Open Molecules 2025 dataset.

Computed properties:
Energy relative to the best compared isomer or geometry (same formula, charge and spin) ... 0.0 kJ/mol
HOMO level ... -7.9 eV
Kohn-Sham gap ... 8.6 eV
Total energy ... -40241.8781 eV
2S+1 ... 1

Geometry as XYZ:
```
47
Properties=species:S:1:pos:R:3:forces:R:3:lowdin_charge:R:1
O -2.7969 -2.0920 -1.2653 -0.05 -0.30 -0.07 -0.029
C -2.0438 -1.5166 -0.2267 0.34 0.16 0.39 -0.358
C -1.2197 -2.6284 0.4355 -0.43 -0.07 -0.59 -0.143
O -0.3366 -2.1403 1.4154 0.29 0.28 0.22 -0.030
C 0.8804 -1.6499 1.0396 0.09 -0.02 -0.25 -0.249
C 1.3444 -1.5314 -0.2455 -0.43 -0.22 0.20 0.023
C 2.6460 -1.0476 -0.4950 0.31 0.08 0.33 -0.184
C 3.1427 -0.9085 -1.8079 0.09 0.05 -0.12 -0.049
C 4.4031 -0.4284 -2.0328 -0.19 -0.05 -0.14 -0.083
C 5.2287 -0.0700 -0.9568 0.15 0.06 0.25 -0.089
C 4.7768 -0.1965 0.3276 0.10 -0.01 -0.13 -0.065
C 3.4806 -0.6804 0.5906 -0.09 -0.20 -0.33 -0.225
C 2.9688 -0.7984 1.9012 -0.22 -0.11 0.09 -0.043
C 1.7082 -1.2631 2.1200 0.08 0.05 0.07 0.008
H 1.3055 -1.3594 3.1162 -0.02 -0.01 0.13 0.118
H 3.5952 -0.5078 2.7322 0.03 0.03 0.10 0.116
H 5.4052 0.0822 1.1618 0.07 0.04 0.07 0.112
H 6.2214 0.3082 -1.1525 0.08 0.03 0.02 0.100
H 4.7724 -0.3208 -3.0426 0.00 -0.01 -0.08 0.101
H 2.5058 -1.1877 -2.6361 -0.05 -0.03 -0.09 0.113
H 0.7371 -1.8012 -1.0956 -0.12 -0.04 -0.07 0.118
H -0.6937 -3.1985 -0.3376 0.01 0.01 0.09 0.130
H -1.8949 -3.3110 0.9601 0.05 0.05 -0.09 0.136
C -2.9736 -0.8343 0.7987 0.30 -0.22 -0.26 -0.138
N -4.0787 -0.1888 0.0974 -0.39 -0.10 0.25 -0.075
H -4.9620 -0.5334 0.4520 0.14 0.04 -0.03 0.116
C -4.0981 1.2638 0.1042 0.06 0.18 -0.29 -0.217
C -3.1054 1.8701 -0.8984 -0.22 0.07 0.24 -0.129
C -1.6730 1.9454 -0.4444 0.10 0.00 -0.10 -0.245
C -1.3300 2.4948 0.7859 -0.02 -0.04 -0.06 -0.042
C -0.0083 2.6197 1.1716 0.09 0.00 0.00 -0.094
C 0.9943 2.2104 0.3086 -0.20 -0.02 -0.08 -0.648
C 0.6812 1.6629 -0.9237 0.08 0.09 0.06 -0.096
C -0.6472 1.5299 -1.2868 -0.03 0.16 0.08 -0.047
H -0.8881 1.1137 -2.2546 -0.05 -0.07 -0.10 0.121
H 1.4690 1.3519 -1.5914 0.10 -0.03 -0.04 0.101
Cl 2.6476 2.4180 0.7603 0.17 0.23 0.04 0.743
H 0.2460 3.0490 2.1279 0.05 0.04 0.09 0.105
H -2.1012 2.8495 1.4539 -0.08 0.02 0.08 0.111
H -3.4387 2.8900 -1.1131 -0.02 -0.02 -0.08 0.122
H -3.1652 1.2987 -1.8258 -0.05 0.04 -0.05 0.116
H -5.1043 1.5669 -0.1980 0.07 0.02 0.08 0.118
H -3.9119 1.6723 1.1088 -0.06 -0.01 -0.07 0.108
H -3.3623 -1.6026 1.4727 -0.03 0.03 -0.01 0.128
H -2.3927 -0.1218 1.3922 -0.08 -0.04 0.04 0.122
H -1.3583 -0.7607 -0.6409 -0.08 -0.15 0.14 0.116
H -3.5758 -1.5182 -1.3631 0.07 0.03 0.05 0.077
```
Forces are in eV/Å.


The following is a quantum chemistry calculation of 12 unconnected molecules or ions with the total composition C46H123N7O21, from the Open Molecules 2025 dataset.

Computed properties:
Energy relative to the best compared isomer or geometry (same formula, charge and spin) ... 813.7 kJ/mol
HOMO level ... -8.3 eV
Kohn-Sham gap ... 8.8 eV
Total energy ... -103107.4145 eV
2S+1 ... 1

Geometry as XYZ:
```
197
Properties=species:S:1:pos:R:3:forces:R:3:lowdin_charge:R:1
C 3.0009 1.4144 -4.8550 -0.67 -2.20 -0.73 -0.047
O 2.4303 0.8282 -3.6644 0.48 0.90 -0.27 -0.188
C 1.2153 1.4063 -3.3037 -0.93 0.36 1.30 -0.214
C 0.7317 1.0193 -1.8777 -0.05 0.99 0.06 -0.188
N 1.3887 1.5492 -0.6952 0.28 -0.60 1.72 -0.045
C 0.5483 1.5114 0.5970 1.28 0.49 -0.84 -0.121
C 0.1902 0.0535 1.0400 -0.74 0.31 -0.27 -0.151
O -1.1034 -0.0567 1.6805 0.14 -0.03 -0.62 -0.240
C -1.4483 -1.4027 2.0763 0.94 0.72 -0.10 -0.072
H 2.7243 0.7147 -5.6437 -0.39 0.00 -0.49 0.077
H 4.0804 1.2675 -4.8903 0.09 0.88 0.78 0.073
H 2.5765 2.3589 -5.1952 0.40 0.31 0.65 0.084
H 0.3667 1.1302 -3.9297 0.05 -0.84 -0.46 0.106
H 1.1809 2.4872 -3.4394 0.61 0.40 0.39 0.105
H 0.7420 -0.0647 -1.7644 -0.49 -0.13 -0.41 0.089
H -0.2616 1.4627 -1.8078 -0.76 -0.67 -0.58 0.122
H 1.8877 2.4167 -0.8310 -0.17 0.11 0.21 0.073
H -0.2275 2.2769 0.5812 -1.21 -0.73 -0.64 0.096
H 1.1076 2.0289 1.3764 0.86 -0.58 0.07 0.093
H 0.9586 -0.3564 1.6955 0.16 0.20 0.14 0.102
H 0.1763 -0.5888 0.1595 0.01 -0.06 -0.15 0.094
H -1.0108 -1.5509 3.0635 -0.17 -0.31 0.27 0.084
H -1.0503 -2.1513 1.3912 0.05 0.12 -0.13 0.059
H -2.5297 -1.5383 2.0932 -0.01 0.37 0.10 0.074
C 0.0252 -4.2734 -0.2551 -0.94 1.81 -1.35 -0.064
O -1.0429 -3.3195 -0.4740 -0.86 0.16 0.02 -0.264
C -1.0450 -2.6714 -1.7779 0.94 -1.35 1.42 -0.168
C -1.5621 -3.5276 -2.9517 0.21 1.51 -1.29 -0.212
N -2.9356 -3.9403 -2.9053 -0.62 0.85 1.69 -0.084
C -3.3213 -5.0931 -3.6594 -0.89 -0.47 1.75 -0.199
C -4.8423 -5.4402 -3.3379 1.22 1.03 -1.39 -0.181
O -5.0883 -5.6985 -1.9558 1.40 0.62 -1.16 -0.169
C -6.3972 -5.8387 -1.5557 -1.75 -1.24 0.94 -0.156
H -0.0486 -4.5891 0.7855 -0.17 -0.47 -0.40 0.085
H 0.9599 -3.7330 -0.4048 0.37 -0.11 0.07 0.077
H -0.0819 -4.9873 -1.0719 0.30 -0.81 0.61 0.088
H -0.0110 -2.3299 -1.8266 0.37 -0.29 -1.22 0.103
H -1.5566 -1.7106 -1.7210 -0.79 -0.38 0.33 0.125
H -0.9740 -4.3470 -3.3650 0.83 -0.05 0.60 0.112
H -1.5763 -2.7500 -3.7154 0.64 0.02 -0.67 0.112
H -3.1601 -4.0615 -1.9281 -0.46 -0.32 0.10 0.101
H -2.7464 -5.9672 -3.3535 0.23 -0.51 0.19 0.108
H -3.0509 -4.9773 -4.7089 -0.80 0.22 -0.23 0.120
H -4.9874 -6.2383 -4.0659 -0.78 -0.83 0.62 0.111
H -5.4750 -4.6158 -3.6668 0.00 0.23 0.03 0.118
H -7.1728 -5.0784 -1.4638 0.85 1.74 -0.69 0.082
H -6.3705 -6.1476 -0.5107 0.22 -0.63 -0.07 0.080
H -6.9774 -6.5440 -2.1507 0.41 -0.78 -0.09 0.086
C 8.4810 -2.0716 3.6461 -1.19 -0.77 -1.92 -0.078
O 7.2354 -1.8221 2.8678 0.79 1.11 2.35 -0.210
C 6.3089 -0.9413 3.6159 -0.73 -1.05 -1.77 -0.191
C 4.9838 -0.9753 2.8262 -0.36 -0.94 0.85 -0.202
N 4.2960 -2.2581 3.1766 -0.27 -0.05 -1.20 -0.046
C 3.0405 -2.4847 2.3592 1.33 0.83 -0.25 -0.176
C 2.4882 -3.8947 2.3725 0.48 -0.52 0.88 -0.201
O 3.5814 -4.8039 2.5725 0.20 1.56 -1.21 -0.173
C 3.1676 -6.0595 2.9022 -0.91 -1.18 1.21 -0.154
H 8.3342 -2.8397 4.4055 -0.41 0.61 0.67 0.078
H 8.9912 -1.1561 3.9457 -0.28 -0.05 0.27 0.082
H 9.1171 -2.6259 2.9561 0.16 0.40 -0.33 0.073
H 6.6028 0.1077 3.6524 0.72 -0.13 0.15 0.113
H 6.0720 -1.3697 4.5898 0.40 0.15 0.23 0.115
H 5.1914 -1.0037 1.7565 0.03 0.70 -0.17 0.114
H 4.3490 -0.1453 3.1366 0.05 0.22 -0.26 0.114
H 5.0079 -2.8558 2.7816 -0.17 -1.13 0.32 0.083
H 3.1670 -2.3066 1.2913 0.51 0.78 -0.18 0.105
H 2.3641 -1.7285 2.7575 -0.49 -0.31 -0.18 0.097
H 1.9645 -4.1978 1.4660 0.24 0.44 -0.29 0.084
H 1.7110 -3.9445 3.1351 0.17 -0.61 0.73 0.114
H 3.9915 -6.7219 3.1677 0.27 0.51 0.45 0.091
H 2.6289 -6.6858 2.1910 -0.33 0.53 -0.93 0.081
H 2.4696 -5.8614 3.7157 -0.08 -1.04 0.66 0.086
C -1.7295 4.0148 9.3570 0.31 -0.41 0.40 -0.118
O -2.5705 3.9962 8.2489 -0.21 0.65 -1.03 -0.191
C -2.1667 4.8398 7.1527 -1.30 -0.66 -0.29 -0.190
C -3.2400 4.6381 6.0969 -1.40 -2.04 1.29 -0.164
N -3.2176 3.2277 5.6775 1.66 -1.25 -1.99 -0.104
C -4.4140 2.4619 5.4007 -0.69 -0.50 -0.25 -0.153
C -4.3486 1.0326 4.7294 -0.13 0.05 1.00 -0.153
O -4.2122 -0.0882 5.6213 0.44 3.30 1.14 -0.224
C -4.4218 -1.3410 5.1258 0.82 -1.24 -0.16 -0.142
H -0.9906 3.2186 9.2670 0.62 0.28 -0.15 0.086
H -2.2733 3.7328 10.2586 -0.43 0.25 -0.09 0.085
H -1.3055 5.0094 9.4955 0.34 -0.06 0.15 0.086
H -1.2519 4.5384 6.6423 0.62 0.00 0.66 0.120
H -2.1873 5.8937 7.4298 0.40 0.06 0.26 0.124
H -3.1629 5.3794 5.3015 -0.22 -0.25 -0.14 0.124
H -4.1935 4.5629 6.6197 -0.47 1.85 0.18 0.115
H -2.7605 2.6129 6.3357 0.68 0.49 0.48 0.081
H -5.0786 2.9239 4.6706 0.08 0.77 0.25 0.093
H -4.9297 2.3686 6.3565 -0.76 -0.29 -0.01 0.126
H -3.5689 0.9696 3.9703 -0.09 0.17 -0.21 0.093
H -5.3471 0.9347 4.3034 -0.01 -0.08 -0.52 0.114
H -4.4371 -1.3842 4.0368 -0.40 -0.11 -0.01 0.068
H -5.2685 -1.8161 5.6213 -0.33 -0.03 -0.46 0.089
H -3.5291 -1.8713 5.4575 0.00 -0.81 -0.27 0.086
C 2.5635 6.3237 0.9858 0.71 -2.24 0.02 -0.192
C 2.1929 4.8440 0.5582 -0.74 0.88 0.08 -0.233
O 3.2569 4.0079 0.1457 0.02 0.45 -0.06 -0.070
O 3.7438 6.1751 1.7915 -0.29 0.29 -0.06 -0.080
H 1.7621 6.7628 1.5799 -0.19 -0.03 -0.27 0.116
H 2.8079 6.9165 0.1043 -0.20 0.15 -0.08 0.110
H 1.4686 4.8932 -0.2549 -0.08 0.27 -0.30 0.106
H 1.6481 4.3155 1.3404 0.22 0.23 0.49 0.103
H 4.0698 4.5183 0.1562 0.26 -0.08 0.12 0.087
H 3.8495 6.9839 2.2977 0.19 0.01 0.05 0.082
C -0.4070 4.2824 -5.1830 -0.22 1.16 -1.87 -0.279
C -1.4349 3.5084 -6.0455 0.96 1.39 0.66 -0.235
O -1.0806 2.1554 -6.0433 0.02 -0.29 -0.21 -0.056
O -0.6566 4.1847 -3.8406 -0.16 -0.80 2.28 -0.062
H -0.3919 5.3564 -5.3681 -0.15 0.15 -0.92 0.118
H 0.6034 3.9525 -5.4246 0.04 -0.40 0.09 0.112
H -1.4022 3.9696 -7.0326 -0.22 -0.54 -0.24 0.120
H -2.4109 3.6189 -5.5728 -0.31 0.32 -0.21 0.117
H -0.8783 2.0398 -5.1120 0.08 -0.78 0.15 0.046
H -1.2139 4.9254 -3.5908 -0.05 -0.21 0.19 0.099
C -0.5389 0.9695 5.7962 -0.46 -0.22 -1.80 -0.195
C -0.7042 1.6209 4.3610 0.96 0.97 2.24 -0.212
O -0.7906 3.0359 4.4834 0.50 0.13 -0.58 -0.106
O -1.7121 0.8871 6.5911 0.33 0.56 0.17 -0.075
H 0.2227 1.5576 6.3083 -0.10 -0.16 0.18 0.118
H -0.2180 -0.0545 5.6052 0.59 -0.12 0.15 0.107
H -1.5039 1.1687 3.7745 0.22 0.01 -0.13 0.087
H 0.2931 1.5875 3.9223 -0.13 -1.09 -0.52 0.110
H -1.6802 3.2775 4.7514 -0.99 -0.18 0.20 0.005
H -2.2086 0.1108 6.3218 -0.41 0.04 -0.06 0.063
C 4.7432 1.2637 -1.7267 0.68 -0.76 -2.29 -0.285
C 4.7025 -0.2795 -1.9507 -0.50 1.20 -1.11 -0.217
O 3.5461 -0.7799 -1.2974 0.39 -0.49 0.46 -0.079
O 5.1905 1.5090 -0.4652 -0.21 0.70 1.97 -0.039
H 3.7967 1.7413 -1.9802 -0.53 -0.43 0.51 0.092
H 5.3762 1.8495 -2.3932 0.72 -0.64 -0.43 0.110
H 5.6114 -0.7764 -1.6113 -0.20 0.18 0.46 0.118
H 4.6229 -0.5122 -3.0125 0.04 0.09 -0.27 0.089
H 2.8263 -0.2684 -1.6740 -0.19 0.07 0.08 0.027
H 4.3938 1.3589 0.0490 0.09 0.05 0.86 0.078
C 6.8761 0.9822 -6.0114 -1.86 0.07 -1.49 -0.253
C 7.5679 0.9081 -4.6924 1.17 1.19 0.53 -0.271
O 7.1553 -0.1358 -3.8812 -0.24 -1.17 0.04 -0.042
O 6.6257 2.2921 -6.5260 -0.06 0.07 0.44 -0.075
H 5.8985 0.5073 -5.9283 -0.46 0.36 0.60 0.099
H 7.2057 0.3894 -6.8647 1.31 -0.29 0.26 0.119
H 7.3967 1.7743 -4.0532 -0.41 0.45 -0.55 0.126
H 8.6480 0.9294 -4.8371 0.40 -0.34 -0.06 0.118
H 7.1488 -0.9360 -4.4115 0.03 -0.34 0.16 0.097
H 7.4452 2.6711 -6.8523 0.13 -0.02 0.02 0.085
C -7.9396 2.9763 1.6827 0.11 -0.81 2.54 -0.085
C -6.4012 3.2047 1.6634 -1.68 -1.18 -4.13 -0.379
C -5.7997 2.1252 0.6360 1.72 0.39 0.53 -0.169
O -4.4442 2.3972 0.2019 1.59 -0.65 1.75 -0.209
C -3.4271 1.9534 1.1764 -0.23 0.71 -0.24 -0.071
N -6.3536 4.5032 1.0446 1.15 1.63 0.01 0.014
H -8.3233 3.6151 2.4781 -0.10 0.19 0.07 0.072
H -8.1599 1.9746 2.0515 -0.14 -0.26 -0.22 0.069
H -8.5932 3.1922 0.8375 0.86 -0.06 -0.54 0.078
H -5.9334 3.1506 2.6464 -0.11 0.10 -0.11 0.110
H -6.2130 2.1029 -0.3723 -1.28 0.19 0.49 0.124
H -5.7584 1.1207 1.0574 -0.53 -0.22 0.17 0.107
H -2.4001 2.1447 0.8653 -0.34 0.79 -0.60 0.060
H -3.2859 0.8942 1.3912 -1.17 -0.47 -0.38 0.063
H -3.5711 2.4564 2.1327 -0.09 0.17 0.08 0.074
H -5.4761 4.7152 0.5917 0.51 -0.13 0.33 0.066
H -7.0149 4.6111 0.2888 -0.35 -0.33 0.21 0.067
C -3.9468 -4.5921 1.5020 0.55 -0.86 0.06 -0.056
C -4.9032 -4.9137 2.5891 -0.71 0.36 0.57 -0.450
C -4.3200 -5.5497 3.8551 -0.01 -1.28 1.24 -0.180
O -4.3997 -6.9699 3.9086 0.51 -0.43 -0.73 -0.203
C -3.8087 -7.5183 5.0838 -1.14 -0.07 -0.48 -0.111
N -5.5642 -3.7016 2.9916 -0.55 1.21 1.07 0.031
H -3.5079 -5.5670 1.2901 0.26 0.18 -0.89 0.097
H -3.1406 -3.9139 1.7815 -0.16 0.17 0.04 0.070
H -4.5805 -4.1958 0.7086 0.65 -0.07 -0.52 0.081
H -5.7063 -5.4660 2.1012 0.38 -1.33 0.34 0.132
H -4.8149 -5.2923 4.7915 -0.60 1.09 -0.21 0.115
H -3.2767 -5.3145 4.0657 0.36 0.62 -0.59 0.120
H -2.8527 -7.0838 5.3762 0.35 -0.11 -0.49 0.084
H -3.7976 -8.5896 4.8833 0.53 0.07 0.23 0.090
H -4.4602 -7.3675 5.9446 -0.29 0.14 0.19 0.080
H -6.4818 -3.9635 3.3226 -0.18 0.37 0.29 0.082
H -5.7057 -3.0501 2.2329 0.08 -0.07 -0.22 0.073
C 1.7619 1.3051 -9.8750 -0.09 -2.14 -1.51 -0.061
C 2.8135 1.2224 -8.8375 1.49 -0.08 0.66 -0.474
C 4.1932 0.6849 -9.2891 -1.22 0.49 -1.81 -0.165
O 4.7991 1.6710 -10.1709 -1.13 -0.91 0.69 -0.187
C 6.1883 1.6286 -10.0794 0.09 0.29 0.13 -0.122
N 2.9168 2.5177 -8.2522 0.91 1.31 1.05 0.046
H 1.9054 2.0684 -10.6399 -0.31 0.79 0.73 0.089
H 0.7742 1.1619 -9.4369 -0.05 0.70 -0.29 0.088
H 1.9317 0.4527 -10.5327 -0.40 -0.62 0.00 0.073
H 2.5914 0.5483 -8.0102 -0.76 -0.32 -0.13 0.123
H 3.9854 -0.2148 -9.8684 0.13 -0.25 -0.34 0.117
H 4.7957 0.3061 -8.4635 0.42 0.85 0.29 0.110
H 6.4302 2.0978 -9.1258 0.69 -0.32 0.20 0.071
H 6.6359 2.2231 -10.8758 -0.13 -0.09 -0.11 0.090
H 6.5002 0.5874 -10.1607 0.57 0.01 0.13 0.089
H 3.8112 2.5223 -7.7831 0.20 0.20 0.89 0.061
H 3.1252 3.1997 -8.9674 -0.38 0.11 -0.50 0.073
```
Forces are in eV/Å.


The following is a quantum chemistry calculation of 3 unconnected molecules or ions with the total composition C2H7S, from the Open Molecules 2025 dataset.

Computed properties:
Energy relative to the best compared isomer or geometry (same formula, charge and spin) ... 369.5 kJ/mol
HOMO level (alpha / beta) ... 3.7 / 1.6 eV
<S²> ... 0.7558
Kohn-Sham gap (alpha / beta) ... 3.2 / 5.0 eV
Total charge ... -2
Total energy ... -13016.4716 eV
2S+1 ... 2

Geometry as XYZ:
```
10
Properties=species:S:1:pos:R:3:forces:R:3:lowdin_charge:R:1
C -0.6326 -0.0204 -1.6918 -2.01 -1.37 -0.55 -0.200
H -0.0349 -0.4832 -2.4603 0.80 0.55 -0.56 -0.028
H -1.3219 0.7799 -2.0564 0.46 -0.69 0.13 -0.001
H -0.1421 0.2500 -0.7945 0.72 0.44 0.29 -0.076
H -1.1768 -0.9437 -1.3606 -0.32 0.98 -0.11 -0.002
C 0.2904 -0.1014 1.3690 1.68 1.23 0.04 -0.274
S 2.2044 0.7612 2.9882 -0.62 -0.25 -0.41 -1.099
H 0.7651 -1.0415 1.3645 0.25 -0.80 -0.09 -0.106
H -0.5257 0.1301 1.9675 -1.26 0.07 1.11 -0.117
H 0.5741 0.6692 0.6746 0.29 -0.16 0.14 -0.097
```
Forces are in eV/Å.